(1)
{"formula": "C6H10O", "method": "wB97M-V/def2-TZVPD", "relative_energy_kj_mol": 231.5, "homo_energy_ev": -9.02, "species": ["C", "O", "C", "C", "C", "C", "C", "H", "H", "H", "H", "H", "H", "H", "H", "H", "H"], "xyz": [[2.4517, -0.0461, 0.6521], [1.1263, -0.4130, 0.9694], [0.4065, -0.8222, -0.1445], [-1.0569, -0.8727, -0.1146], [-1.6406, 0.2611, 0.7129], [-1.3262, 1.1562, -0.5009], [-0.3351, 0.1038, -1.0793], [2.8955, 0.3489, 1.5693], [2.4913, 0.7249, -0.1313], [3.0415, -0.9143, 0.3183], [0.8230, -1.7038, -0.6425], [-1.6806, -1.6178, -0.5840], [-2.6751, 0.0895, 1.0090], [-1.0600, 0.5073, 1.6061], [-2.2183, 1.1216, -1.1388], [-1.0186, 2.1951, -0.3648], [-0.2245, -0.1186, -2.1364]], "atomic_forces_ev_per_a": [[0.22, 0.06, 0.02], [-0.12, -0.01, 0.07], [-0.15, -0.14, -0.04], [-0.03, -0.63, 0.09], [-0.01, -0.07, -0.08], [0.28, 0.36, -0.10], [-0.48, 0.01, -0.08], [-0.03, -0.05, -0.16], [-0.10, -0.11, 0.13], [-0.13, 0.12, 0.04], [0.22, 0.41, -0.15], [0.16, -0.62, 0.58], [-0.04, 0.37, -0.23], [-0.02, -0.22, -0.19], [0.29, 0.23, -0.04], [0.07, -0.01, 0.07], [-0.14, 0.29, 0.07]], "mulliken_charge": [-0.71, -0.35, -0.06, -0.34, -0.68, -0.51, -0.34, 0.24, 0.31, 0.28, 0.39, 0.33, 0.32, 0.20, 0.24, 0.33, 0.33]}

(2)
{"formula": "C4H15NO3", "method": "wB97M-V/def2-TZVPD", "relative_energy_kj_mol": 138.7, "homo_energy_ev": -8.75, "species": ["C", "C", "C", "C", "N", "H", "H", "H", "H", "H", "H", "H", "H", "H", "H", "H", "O", "H", "H", "O", "H", "H", "O"], "xyz": [[0.3342, 0.3503, 0.5366], [-0.4737, 0.2277, 1.8326], [-0.2174, 1.3259, 2.8100], [-0.3825, 2.6191, 2.5874], [-0.0158, -0.6408, -0.4731], [1.3764, 0.1909, 0.7909], [0.2357, 1.3305, 0.0846], [-0.2802, -0.7590, 2.2510], [-1.5295, 0.1544, 1.5664], [0.0811, 1.0176, 3.8026], [-0.8299, 3.0038, 1.6858], [-0.1064, 3.4051, 3.2849], [-0.6075, -0.2877, -1.2123], [-0.5160, -1.4657, -0.1578], [2.3940, -1.0062, 4.1850], [3.5176, -0.0050, 4.1539], [2.5581, -0.0571, 4.2250], [-2.6245, -2.8279, -6.0346], [-1.6191, -1.6490, -6.2069], [-1.7397, -2.5929, -6.3472], [0.1200, -1.5696, -4.3191], [0.4462, -0.1243, -4.8180], [-0.1210, -0.6399, -4.2276]], "atomic_forces_ev_per_a": [[-0.21, -0.70, 0.09], [-0.50, -0.18, -0.66], [-0.13, -0.01, 0.66], [-0.08, 0.45, -0.07], [-0.40, -0.48, -0.71], [0.34, 0.27, 0.09], [0.00, 0.23, 0.10], [0.32, 0.00, 0.28], [-0.23, 0.35, -0.07], [0.43, 0.03, 0.02], [0.11, -0.08, -0.49], [-0.12, -0.37, 0.25], [0.16, 0.36, -0.04], [0.32, 0.15, 0.53], [-0.14, 0.07, 0.02], [-0.04, 0.18, 0.00], [0.18, -0.27, -0.02], [0.31, 0.31, -0.06], [-0.22, 0.01, 0.20], [-0.05, -0.31, -0.05], [0.12, 0.20, -0.12], [-0.05, -0.39, 0.21], [-0.15, 0.20, -0.16]], "mulliken_charge": [-0.42, -0.57, -0.04, -0.80, -0.55, 0.18, 0.35, 0.33, 0.32, 0.26, 0.26, 0.27, 0.20, 0.22, 0.31, 0.30, -0.61, 0.32, 0.34, -0.65, 0.33, 0.32, -0.66]}

(3)
{"formula": "C6H9N2O2", "method": "wB97M-V/def2-TZVPD", "relative_energy_kj_mol": 70.2, "homo_energy_ev": -4.71, "total_charge": -1, "species": ["C", "C", "C", "C", "N", "N", "H", "H", "H", "H", "H", "H", "C", "C", "O", "O", "H", "H", "H"], "xyz": [[-3.0534, 1.8436, 1.3033], [0.0054, 0.0878, 1.0539], [-1.1574, 1.2250, -0.3803], [-1.7224, 1.3204, 0.8662], [-0.0158, 0.4657, -0.2498], [-0.9996, 0.6003, 1.7897], [0.8463, 0.2452, -1.0266], [0.7814, -0.4404, 1.5777], [-1.4217, 1.8315, -1.2281], [-3.1218, 2.9246, 1.1248], [-3.2875, 1.7863, 2.3738], [-3.8784, 1.3032, 0.7901], [2.2109, -2.3965, -0.7919], [2.7683, -1.2188, -1.5784], [1.9914, -0.1982, -1.5262], [3.8570, -1.2607, -2.1458], [1.8730, -2.0193, 0.1789], [2.8789, -3.2489, -0.6853], [1.4454, -2.8508, -1.4462]], "atomic_forces_ev_per_a": [[-0.80, 0.73, -0.33], [-0.59, 1.06, 0.58], [0.26, 0.51, 0.70], [-0.52, -0.90, 1.27], [0.02, 0.13, -0.12], [0.67, -0.43, -1.48], [-0.71, -0.58, 1.48], [0.36, -0.31, -0.55], [0.13, -0.37, -0.44], [-0.29, -0.11, -0.44], [0.66, -0.50, -0.13], [0.37, 0.54, 0.14], [0.03, -0.79, -0.66], [-0.10, 0.56, 0.46], [0.77, 0.32, -0.99], [-0.04, -0.25, -0.09], [-0.37, -0.44, -0.35], [0.60, 0.31, 0.28], [-0.44, 0.54, 0.68]], "mulliken_charge": [-1.07, -0.10, -0.78, 0.67, -0.07, -0.72, 0.48, 0.37, 0.37, 0.27, 0.29, 0.23, -0.65, 0.55, -0.72, -0.71, 0.09, 0.31, 0.20]}

(4)
{"formula": "C5H10BNO", "method": "wB97M-V/def2-TZVPD", "relative_energy_kj_mol": 0.0, "homo_energy_ev": -9.47, "species": ["B", "C", "C", "C", "C", "C", "N", "O", "H", "H", "H", "H", "H", "H", "H", "H", "H", "H"], "xyz": [[-1.9646, 0.9895, -0.0820], [0.4438, -1.4542, -0.4637], [1.0281, -0.1063, -0.9361], [0.4819, -1.2146, 1.0552], [0.3804, 0.9412, -0.0805], [-0.2261, 0.2189, 1.1410], [-0.8519, 1.3876, -0.7932], [-1.6808, 0.2852, 1.0130], [-3.1169, 1.1879, -0.3218], [-0.5388, -1.6046, -0.7809], [1.0441, -2.2555, -0.8092], [2.0954, -0.1113, -0.7973], [0.9003, 0.1664, -1.9070], [0.1227, -2.0557, 1.6098], [1.5063, -1.0587, 1.1917], [1.0889, 1.7420, 0.0700], [0.1510, 0.6185, 2.1760], [-0.8641, 2.3238, -1.2850]], "atomic_forces_ev_per_a": [[-1.92, 0.45, -0.56], [1.19, 1.46, 0.56], [0.43, -1.44, 1.93], [-2.29, 0.81, -2.21], [-1.41, 0.32, -0.81], [1.84, -0.71, 2.79], [1.03, 2.78, -1.00], [2.09, -1.57, 1.74], [0.13, 0.17, -0.19], [-1.69, -0.18, -0.71], [0.58, -0.98, -0.18], [0.65, -0.16, 0.36], [-0.62, 0.39, -2.99], [-0.47, -0.09, 0.71], [1.61, 0.36, 1.17], [-0.16, 0.46, 0.57], [-1.29, -0.16, -1.83], [0.29, -1.91, 0.65]], "mulliken_charge": [0.28, -0.79, -1.07, -0.80, 0.25, 0.05, -0.24, -0.56, -0.12, 0.33, 0.39, 0.38, 0.46, 0.41, 0.34, 0.26, 0.20, 0.23]}

| no. | orbital gap (eV) |
| --- | --- |
| 1 | 10.1 |
| 2 | 9.5 |
| 3 | 8.4 |
| 4 | 10.2 |